1.
24
Properties=species:S:1:pos:R:3:forces:R:3:lowdin_charge:R:1 method="wB97M-V/def2-TZVPD" e_homo_ev="-12.01 / -11.91" de_lowest_kcal_mol=140.33 lumo_energy_ev="-4.394 / -4.022" total_charge=+1 orbital_gap_ev="7.62 / 7.89"
C 1.37272 1.28158 -0.63277 0.0 -5.1 0.8 -0.236
C -3.90508 0.16647 0.28673 1.2 1.2 -5.7 -0.116
C -3.02944 -0.93315 -0.42906 -2.3 0.3 0.0 -0.069
C -2.80577 1.19873 0.61501 -2.2 1.5 -2.4 -0.135
C -1.80724 -0.51972 -0.33974 1.5 -0.9 -1.5 -0.147
C 1.73015 -0.65923 1.49828 -0.1 1.1 2.4 -0.242
C 3.44116 -0.58907 -0.50495 -2.6 -4.1 0.0 -0.271
O -1.52053 0.60959 0.26423 0.4 1.4 0.5 -0.119
S 2.57030 0.61710 0.50436 0.5 -2.1 0.4 1.097
H 1.76296 2.03353 -1.11713 2.3 3.9 -2.7 0.019
H 0.54910 1.54936 -0.13964 -3.0 1.7 2.7 0.005
H -4.59404 0.64807 -0.60382 1.3 -1.5 2.5 0.170
H -4.44926 -0.30215 1.01959 -1.4 -0.4 2.1 0.072
H -3.61423 -1.68074 -0.93710 0.8 -0.4 -0.2 0.106
H 0.87496 0.51631 -1.23238 0.9 -0.3 -0.5 -0.011
H -3.07311 2.21401 0.04094 1.3 -2.2 1.3 0.174
H -2.85317 1.30992 1.62956 0.6 1.0 2.6 0.084
H 0.09977 -0.86180 -1.60400 -1.5 -0.3 0.7 0.198
H 2.41449 -1.35540 2.07818 -0.5 1.3 -0.9 0.109
H 1.02774 -1.21074 0.97140 -0.8 -1.3 -1.9 0.016
H 1.01936 -0.14051 2.17002 0.9 0.1 0.2 0.074
H 3.94262 -0.12897 -1.23190 2.0 2.3 -2.9 -0.005
H 2.71565 -1.35147 -1.11876 1.2 2.0 1.9 0.138
H 4.19432 -1.24991 -0.03677 -0.7 0.7 0.7 0.087



2.
31
Properties=species:S:1:pos:R:3:forces:R:3:lowdin_charge:R:1 method="wB97M-V/def2-TZVPD" e_homo_ev=-5.14 de_lowest_kcal_mol=0.00 lumo_energy_ev=2.492 total_charge=-1 orbital_gap_ev=7.63
O 1.22027 -1.05879 2.33933 0.0 -0.2 0.0 -0.075
N 0.76456 -0.04587 1.88825 0.1 0.3 0.1 -0.196
O 0.05215 0.66618 2.72890 -0.1 0.0 -0.2 -0.254
Al -1.44632 0.11853 3.68800 -0.1 -0.1 0.2 0.158
C -2.87476 1.23274 2.80627 -0.1 0.1 -0.1 -0.305
C -4.37171 0.95539 2.99440 -0.3 0.1 0.1 -0.419
C -4.77524 -0.49886 3.21875 0.2 -0.1 -0.3 -0.685
I -4.58228 -1.11784 5.24532 0.0 -0.1 0.4 0.699
H -1.64699 -1.46314 3.41663 0.0 0.0 0.0 -0.079
H -1.21588 0.54368 5.22942 0.1 0.0 0.0 -0.099
H -2.66844 1.22290 1.72624 0.1 -0.1 0.1 0.045
H -2.67521 2.26804 3.11738 0.0 -0.1 -0.1 0.041
H -4.94191 1.27287 2.10543 0.1 0.0 0.1 0.091
H -4.77366 1.54737 3.82511 0.0 0.0 -0.1 0.077
H -4.12620 -1.18877 2.67834 -0.1 0.1 0.0 0.021
H -5.82096 -0.69981 2.99463 0.1 0.1 -0.1 0.020
C 2.47781 0.25271 -1.01429 0.0 0.0 0.0 -0.070
C 3.07272 -0.96151 -1.67757 0.0 -0.1 -0.1 -0.191
O 2.52985 -1.17178 -3.00954 -0.2 0.2 0.2 0.041
C 3.06060 -0.43686 -3.96755 0.7 -0.7 -0.3 -0.620
O 4.02230 0.28663 -3.88437 -0.2 0.3 0.1 0.111
O 2.45313 -0.74865 -5.12237 -0.2 0.2 0.0 -0.005
C 2.98814 -0.08219 -6.26532 0.0 0.0 0.1 -0.052
H 1.39367 0.17206 -0.95864 0.0 0.0 0.0 0.078
H 2.83682 0.31057 0.01281 0.0 0.0 0.0 0.073
H 2.75708 1.16459 -1.54172 0.0 0.0 0.0 0.076
H 2.80335 -1.87291 -1.14959 0.0 0.0 0.0 0.125
H 4.15624 -0.89499 -1.76437 0.0 0.0 0.0 0.118
H 4.05954 -0.25671 -6.34706 0.0 0.0 0.0 0.092
H 2.81375 0.99103 -6.20065 0.0 0.0 0.0 0.095
H 2.45760 -0.50661 -7.11216 0.0 0.0 0.0 0.090



3.
31
Properties=species:S:1:pos:R:3:forces:R:3:lowdin_charge:R:1 method="wB97M-V/def2-TZVPD" e_homo_ev="-15.99 / -15.75" lumo_energy_ev="-9.439 / -10.688" total_charge=+2 orbital_gap_ev="6.55 / 5.06"
I -0.66717 -1.26572 -4.04813 -0.4 -0.2 0.4 0.443
I -3.09355 0.38581 -2.18895 -1.6 0.5 -1.2 0.369
Y -0.83968 -0.06168 -0.87458 1.1 -1.2 1.6 0.518
P 0.91728 2.85429 -0.00972 2.9 3.8 1.7 0.877
C 1.51617 3.86641 -1.45550 -1.2 -0.9 -1.0 -0.249
C 0.20607 4.30448 0.95711 -1.0 -1.0 -0.1 -0.224
H 2.52703 2.21658 1.74478 0.3 0.2 -0.4 0.047
H 3.06044 3.76890 0.98061 -0.7 -0.5 -0.3 0.082
H 3.28630 2.21594 0.08787 -0.3 0.2 0.6 0.058
C 2.62421 2.76165 0.78898 -0.4 -1.3 0.2 -0.235
H -0.18976 3.90680 1.90436 0.0 0.4 -0.3 0.050
H 0.97476 5.07793 1.15306 -0.1 -0.7 -0.3 0.078
H 2.01859 4.78837 -1.15738 -0.1 -0.2 0.6 0.083
H 0.62774 4.12882 -2.02697 0.1 0.2 -0.3 0.055
H -0.59242 4.73999 0.32870 0.2 -0.2 0.5 0.061
H 2.17589 3.27622 -2.07866 0.1 0.1 -0.1 0.029
C 0.56740 0.98192 -2.68635 2.9 1.9 -1.9 -0.329
O 1.35660 1.47211 -3.36183 -2.4 -1.5 1.7 0.086
Cl -0.34460 0.53721 1.62414 0.4 0.9 -1.0 0.030
C -0.16081 -3.93781 1.52303 0.1 0.6 -0.9 0.018
N -1.41665 -4.00131 0.76878 -0.6 0.0 -0.2 -0.148
C -1.99964 -5.35153 0.68115 -0.7 0.3 0.5 0.010
C -2.01852 -2.98231 0.19601 0.4 -0.9 1.2 -0.216
O -1.45896 -1.84248 0.13804 -0.1 -0.2 -0.6 -0.304
H 0.08271 -4.94583 1.85110 0.1 0.4 0.1 0.097
H -0.24409 -3.23816 2.34664 0.0 0.0 0.2 0.107
H 0.58731 -3.58476 0.81961 0.5 0.0 0.2 0.099
H -2.89674 -5.35238 1.31420 0.0 -0.3 -0.3 0.113
H -2.25361 -5.53727 -0.37292 0.2 -0.5 0.6 0.111
H -1.27541 -6.03017 1.16080 -0.6 0.0 -0.9 0.101
H -3.07689 -3.15202 -0.10798 0.8 0.2 -0.3 0.183



4.
26
Properties=species:S:1:pos:R:3:forces:R:3:lowdin_charge:R:1 method="wB97M-V/def2-TZVPD" e_homo_ev=-9.03 de_lowest_kcal_mol=0.00 smiles="CC(C)P(O)Cl.C=C(C)C" lumo_energy_ev=0.820 orbital_gap_ev=9.85
C 1.72654 2.62736 -2.83418 -2.8 1.9 2.5 -0.131
C 1.88471 2.37307 -1.33798 0.3 -1.5 1.2 -0.621
C 3.16027 1.49659 -1.10516 0.8 2.1 0.3 -0.145
P 0.52277 1.53948 -0.36965 0.9 -0.4 -0.2 0.519
O 0.72090 0.08595 -1.09807 0.0 -0.5 -0.6 -0.376
Cl -1.06248 2.33605 -1.37872 -0.8 0.2 -0.2 0.224
H 1.31899 3.66674 -2.95647 0.1 -1.1 -0.3 0.093
H 2.64968 2.57432 -3.24829 2.7 -0.2 -1.6 0.030
H 1.06050 1.88301 -3.20077 -0.5 -0.4 -0.8 0.048
H 2.01585 3.26166 -0.73663 0.1 0.6 -0.1 0.077
H 4.00161 2.31518 -1.19062 -1.0 -2.2 0.2 0.116
H 3.21350 0.71744 -1.85016 0.3 0.1 -0.5 0.060
H 3.21196 0.93736 -0.15546 0.0 0.7 0.0 0.058
H 0.45082 -0.77132 -0.73360 -0.1 0.8 0.3 0.031
C -1.48181 -2.44386 0.47515 0.9 0.3 -1.3 0.023
C -1.88969 -2.10576 1.67193 -1.3 -2.1 2.1 -0.445
C -2.03089 -0.70621 2.21164 1.9 -1.9 -1.4 -0.045
C -2.53035 -3.14882 2.61106 -0.6 0.8 0.4 -0.080
H -1.59755 -3.43032 0.02252 0.2 0.2 0.4 0.071
H -0.99170 -1.68091 -0.14057 -0.5 -0.3 0.0 0.031
H -1.47079 -0.22933 1.42106 -0.1 1.6 0.4 0.043
H -3.07474 -0.63316 2.08805 -1.3 1.2 0.4 0.074
H -1.62819 -0.61145 3.21955 -0.2 0.3 -0.1 0.090
H -1.96713 -3.07083 3.59272 -0.8 -0.5 -1.0 0.090
H -2.61560 -4.18985 2.21854 0.4 0.8 0.3 0.076
H -3.59721 -2.79240 2.80412 1.2 -0.5 0.0 0.090



5.
30
Properties=species:S:1:pos:R:3:forces:R:3:lowdin_charge:R:1 method="wB97M-V/def2-TZVPD" e_homo_ev="-16.63 / -16.63" spin_multiplicity=2 lumo_energy_ev="-10.755 / -10.717" total_charge=+2 orbital_gap_ev="5.88 / 5.92" s2=0.75
C -2.77966 -0.68416 3.80061 -0.2 -0.6 -0.7 0.208
C -2.49558 -0.51088 2.37980 0.4 -1.5 0.2 0.032
O -2.02394 -1.54434 1.57485 -1.2 2.9 1.1 -0.100
P -0.84795 -0.84906 0.47602 4.7 4.0 -0.6 0.700
O 0.29688 -0.39117 1.37184 -3.6 -1.7 -2.2 -0.197
O -1.60875 0.45421 -0.31287 1.0 -3.8 2.0 -0.230
C -0.96884 1.72795 0.10403 0.9 2.9 -0.5 -0.271
N -1.56969 2.83539 -0.68130 0.5 -2.6 0.0 0.065
O -0.36702 -1.96668 -0.70711 -3.2 1.3 3.0 -0.251
C 0.41979 -1.32720 -1.78038 2.5 -0.1 -3.2 -0.158
C 2.01086 -1.35228 -1.49883 -0.3 0.2 -0.1 -0.148
C 2.68810 0.08710 -1.60369 0.8 -0.2 0.5 -0.227
C 2.86401 0.84563 -0.20717 0.7 0.4 -0.6 -0.110
H -2.01823 -0.37809 4.59108 -1.1 -0.1 -1.1 0.158
H -3.80352 -1.10530 4.06801 1.4 0.3 -0.1 0.150
H -2.72923 0.51215 1.94427 0.9 -1.1 -0.1 0.174
H 0.12018 1.67249 -0.18256 -1.2 0.0 0.7 0.108
H -1.07752 1.92931 1.21803 0.0 -0.6 -1.4 0.136
H -1.06431 2.81275 -1.58041 -0.5 0.4 0.4 0.094
H -2.52270 2.51618 -0.90943 0.2 0.8 0.2 0.090
H 0.27960 -1.98591 -2.70101 -0.3 0.8 1.4 0.148
H 0.06640 -0.29949 -2.08196 0.0 -1.1 0.9 0.128
H 2.53639 -2.01729 -2.26156 -1.1 0.7 0.9 0.129
H 2.15945 -1.84727 -0.49442 0.1 0.7 -1.0 0.121
H 3.74060 -0.06964 -2.01393 -1.5 0.1 0.4 0.119
H 2.17352 0.76512 -2.35941 0.5 -1.0 0.9 0.114
H 2.22586 1.77923 -0.20065 0.6 -1.1 0.4 0.060
H 3.94173 1.21078 -0.14778 -1.4 -0.4 0.0 0.092
H 2.70361 0.19811 0.70027 -0.1 0.7 -1.1 0.066
Cu -2.35004 -3.01763 -0.50433 0.4 -0.3 -0.5 0.799



6.
29
Properties=species:S:1:pos:R:3:forces:R:3:lowdin_charge:R:1 method="wB97M-V/def2-TZVPD" e_homo_ev=-7.09 lumo_energy_ev=0.355 orbital_gap_ev=7.45
F 3.58471 -1.45858 0.13451 -1.3 0.8 -0.8 -0.042
C 3.09386 1.40379 -0.50663 0.1 0.9 0.1 -0.052
O 2.18443 0.32216 -0.67118 -0.2 -2.0 -1.0 -0.129
C 2.30945 -0.73228 0.18842 1.8 0.5 2.0 -0.326
C 1.26021 -1.80929 0.06813 0.3 -0.5 -0.5 -0.131
O -0.00436 -1.21650 0.20166 -0.2 0.5 -0.2 -0.180
C -1.10052 -2.06716 -0.07429 -0.1 -0.4 -0.1 -0.177
C -2.36464 -1.25913 0.06715 -0.3 0.0 0.2 -0.204
O -2.32198 -0.18760 -0.85297 0.6 -0.2 -0.1 -0.226
C -3.44527 0.66654 -0.77899 -0.3 0.4 0.1 -0.084
H 3.11587 1.96500 -1.44546 -0.1 -0.3 0.1 0.103
H 2.67920 2.07693 0.25445 0.4 -0.2 -0.1 0.071
H 4.11796 1.07623 -0.28525 -0.4 -0.2 0.1 0.100
H 2.38482 -0.31317 1.20714 -0.3 -0.3 -0.1 0.169
H 1.43250 -2.56579 0.84889 0.0 0.3 -0.1 0.148
H 1.37401 -2.33097 -0.89737 -0.1 0.2 0.0 0.149
H -1.12189 -2.91471 0.62887 0.0 0.2 -0.1 0.142
H -1.01716 -2.47069 -1.09848 0.0 0.1 0.2 0.142
H -2.45481 -0.87191 1.09640 0.0 -0.1 -0.2 0.141
H -3.23339 -1.90848 -0.13212 0.2 0.1 0.0 0.137
H -3.33154 1.43085 -1.55631 0.0 -0.2 0.2 0.101
H -4.37571 0.10087 -0.94378 0.2 0.1 0.0 0.094
H -3.49492 1.16158 0.20445 0.0 -0.1 -0.2 0.102
O 0.08405 2.39935 -0.34213 -0.2 -0.9 0.1 -0.461
C 0.17061 2.25838 1.02274 0.1 0.3 0.2 -0.408
Li -0.15990 0.62999 -0.80201 0.0 0.7 0.2 0.673
H -0.26242 3.11911 1.58449 0.2 -0.2 -0.1 0.063
H -0.31930 1.35849 1.47593 -0.3 0.0 -0.2 0.046
H 1.21613 2.13698 1.40375 -0.1 0.3 0.0 0.037



7.
26
Properties=species:S:1:pos:R:3:forces:R:3:lowdin_charge:R:1 method="wB97M-V/def2-TZVPD" e_homo_ev=-13.21 de_lowest_kcal_mol=5.17 lumo_energy_ev=-3.689 total_charge=+1 orbital_gap_ev=9.52
C -1.68231 -0.60604 -2.51914 0.1 0.1 0.2 -0.082
C -1.84187 0.54805 -1.52744 0.0 -0.6 -0.4 -0.246
C -0.54719 0.87429 -0.79034 -0.2 1.3 -0.1 -0.513
C -0.32478 2.38400 -0.50759 -0.1 -0.6 0.5 -0.046
S -0.41495 -0.10591 0.69968 0.3 -0.8 -0.4 1.122
O -1.31097 0.72381 1.74209 0.0 -0.2 0.3 -0.252
C 1.27584 0.15826 1.26199 0.1 0.2 0.1 -0.379
C 2.13196 -1.08318 1.07626 -0.2 -0.3 0.2 -0.817
C 1.68399 -2.21293 1.99078 0.0 0.3 -0.3 -0.169
I 2.13749 -1.77658 -0.95524 0.1 0.1 0.0 0.967
H -1.81460 -1.57225 -2.04690 -0.1 -0.2 0.0 0.078
H -2.38454 -0.50195 -3.33489 -0.3 -0.1 -0.1 0.083
H -0.69115 -0.59845 -2.96129 0.2 0.0 -0.1 0.067
H -2.65449 0.32550 -0.84095 -0.2 0.2 0.2 0.115
H -2.13256 1.42659 -2.08725 0.0 0.3 0.0 0.117
H 0.28269 0.53856 -1.39863 0.3 -0.4 0.1 0.058
H -1.20131 2.95094 -0.77981 -0.2 0.1 -0.1 0.089
H -0.14240 2.56481 0.54551 0.0 0.2 0.2 0.070
H 0.53447 2.73333 -1.05939 0.1 0.2 -0.2 0.093
H -1.64760 0.06692 2.38512 -0.1 0.4 -0.2 0.111
H 1.70010 1.05498 0.82667 0.0 0.1 -0.3 0.105
H 1.18999 0.34898 2.32938 -0.2 0.0 0.2 0.112
H 3.14606 -0.79243 1.31630 0.3 0.0 -0.2 0.088
H 0.67576 -2.52171 1.73912 -0.3 -0.1 0.1 0.061
H 1.71211 -1.84748 3.01194 0.0 -0.1 0.3 0.089
H 2.32026 -3.08012 1.88403 0.2 -0.1 0.1 0.079



8.
24
Properties=species:S:1:pos:R:3:forces:R:3:lowdin_charge:R:1 method="wB97M-V/def2-TZVPD" e_homo_ev=-12.69 de_lowest_kcal_mol=14.36 smiles="C/C=C/CC[C@H](C)[NH3+]" lumo_energy_ev=-3.510 total_charge=+1 orbital_gap_ev=9.18
C 0.93870 -2.54874 -2.14221 0.1 0.0 0.3 -0.087
C 1.21699 -1.72095 -0.91768 0.0 -0.1 -0.4 -0.156
C 1.31069 -0.39702 -0.94551 0.1 0.2 0.3 -0.142
C 1.58664 0.42095 0.29761 0.4 0.1 -0.1 -0.182
C 0.38234 0.51866 1.24236 -0.1 0.0 0.0 -0.168
C -0.92324 0.83344 0.51114 0.3 0.1 0.5 -0.318
C -1.19366 2.32622 0.30101 0.4 -0.1 -0.2 -0.010
N -2.05424 0.21124 1.34092 -0.3 -0.2 -0.2 0.215
H 0.81832 -1.89881 -3.00317 -0.1 0.0 -0.1 0.074
H 1.73868 -3.25614 -2.35938 0.1 0.1 0.1 0.081
H 0.04417 -3.15242 -2.01977 -0.2 0.0 0.0 0.071
H 1.38306 -2.22871 0.03301 0.0 -0.1 -0.1 0.114
H 1.20387 0.12954 -1.89024 -0.1 0.0 0.0 0.116
H 2.42558 -0.03291 0.82773 -0.2 -0.1 0.2 0.122
H 1.96160 1.41648 0.06687 -0.2 0.1 -0.3 0.114
H 0.53393 1.28694 2.00363 0.1 -0.1 0.1 0.125
H 0.29654 -0.43945 1.75757 -0.1 -0.2 0.0 0.116
H -0.94947 0.26013 -0.40620 -0.1 0.1 -0.3 0.131
H -1.33617 2.55315 -0.74903 -0.4 0.0 -0.1 0.092
H -0.34198 2.94278 0.59262 0.0 -0.2 0.2 0.095
H -2.05397 2.65043 0.87889 -0.1 0.2 0.0 0.084
H -2.95733 0.64650 1.14234 0.0 0.1 0.1 0.167
H -2.15320 -0.77493 1.09027 0.1 0.0 0.1 0.174
H -1.87783 0.25357 2.34723 0.0 0.2 -0.1 0.172



| no. | calculated total energy (a.u.) |
| --- | --- |
| 1 | -748.577046 |
| 2 | -1247.420314 |
| 3 | -1916.310547 |
| 4 | -1153.076404 |
| 5 | -2613.039240 |
| 6 | -684.639091 |
| 7 | -1047.158794 |
| 8 | -330.805720 |